No. 1
52
Properties=species:S:1:pos:R:3 method="wB97M-V/def2-TZVPD" gap_ev="4.337 / 6.268" de_lowest_kcal_mol=0.0 e_lumo_ev="-4.42 / -4.41" energy_ev=-128015.8313 homo_energy_ev="-8.76 / -10.68" spin_multiplicity=2 charge=+1
Ga 0.675 -0.729 1.060
C -1.723 2.775 4.720
S -1.522 0.979 4.759
C -0.447 0.687 3.408
S 0.065 -1.008 3.316
N -0.104 1.618 2.587
N 0.732 1.151 1.598
C 1.826 1.819 1.258
C 2.862 1.037 0.714
C 4.093 1.558 0.244
C 5.059 0.717 -0.221
C 4.824 -0.680 -0.237
C 3.623 -1.136 0.225
N 2.650 -0.327 0.693
H -1.707 3.136 5.745
H -0.902 3.216 4.163
H -2.670 3.033 4.252
H 1.952 2.867 1.501
H 4.247 2.628 0.271
H 6.003 1.112 -0.572
H 5.573 -1.375 -0.584
H 3.405 -2.199 0.239
C 1.680 0.721 -2.448
P 0.578 -0.416 -1.558
C 0.941 -2.024 -2.348
C -1.106 -0.058 -2.138
C -1.349 0.403 -3.432
C -2.643 0.622 -3.871
C -3.714 0.374 -3.024
C -3.484 -0.077 -1.736
C -2.185 -0.291 -1.275
P -1.882 -0.826 0.441
C -3.036 0.162 1.431
C -2.597 -2.501 0.530
H 1.634 0.560 -3.525
H 2.702 0.541 -2.112
H 1.420 1.754 -2.217
H 0.802 -1.965 -3.429
H 0.274 -2.793 -1.957
H 1.974 -2.311 -2.139
H -0.525 0.596 -4.107
H -2.817 0.983 -4.876
H -4.727 0.537 -3.365
H -4.329 -0.257 -1.083
H -4.062 0.020 1.093
H -2.765 1.215 1.365
H -2.960 -0.148 2.473
H -3.645 -2.495 0.228
H -2.526 -2.858 1.559
H -2.053 -3.184 -0.124
S 1.050 -4.270 1.528
C 0.835 -2.891 0.974

---

No. 2
23
Properties=species:S:1:pos:R:3 method="wB97M-V/def2-TZVPD" gap_ev=10.125 de_lowest_kcal_mol=45.2 e_lumo_ev=0.97 energy_ev=-9558.2200 homo_energy_ev=-9.15
C 2.629 -0.032 -2.232
C 1.963 0.573 -1.004
C 1.220 1.662 -1.329
C 0.284 2.212 -0.390
C 0.348 1.773 0.980
C 1.182 0.690 1.264
C 1.984 0.079 0.279
H 3.727 -0.235 -2.251
H 2.472 0.625 -3.136
H 2.132 -1.098 -2.499
H 1.144 2.053 -2.379
H -0.284 2.971 -0.972
H -0.406 2.257 1.651
H 1.005 0.140 2.190
H 2.651 -0.799 0.341
C -2.337 -1.191 0.669
C -3.062 -1.941 1.775
H -3.012 -0.825 -0.107
H -1.733 -0.388 1.026
H -1.715 -1.893 0.014
H -3.043 -1.415 2.749
H -2.983 -3.100 1.804
H -4.164 -2.118 1.560

---

No. 3
18
Properties=species:S:1:pos:R:3 method="wB97M-V/def2-TZVPD" gap_ev=8.678 de_lowest_kcal_mol=44.7 e_lumo_ev=0.43 energy_ev=-19160.9659 homo_energy_ev=-8.24
H 1.225 -2.194 2.055
N 0.574 -2.024 1.277
C 0.651 -0.813 0.873
C -0.385 -0.180 0.015
C -0.055 1.158 -0.267
C 1.214 1.238 -1.211
C -1.670 -0.431 1.091
N -2.090 -1.696 1.249
S -2.431 0.911 1.601
H 1.361 -0.161 1.224
H -0.756 -0.737 -0.826
H 0.122 1.707 0.718
H -0.796 1.837 -0.881
H 1.798 2.196 -1.050
H 1.887 0.372 -1.111
H 0.911 1.191 -2.194
H -1.349 -2.390 1.196
H -2.558 -1.921 2.186

---

No. 4
24
Properties=species:S:1:pos:R:3 method="wB97M-V/def2-TZVPD" gap_ev=9.770 de_lowest_kcal_mol=45.0 e_lumo_ev=0.74 energy_ev=-16132.3405 homo_energy_ev=-9.03
O 3.477 -1.922 1.715
C 2.321 -1.745 2.024
O 1.930 -2.002 3.335
C 1.116 -1.299 1.106
C 0.324 -2.242 0.380
C -0.656 -1.587 -0.392
C -0.648 -0.224 -0.655
C 0.242 0.662 -0.027
C 1.221 0.078 0.842
C 0.174 2.079 -0.302
N -0.717 2.406 -1.380
C -2.014 1.700 -1.320
C -1.780 0.245 -1.604
H 2.577 -2.555 3.705
H 0.242 -3.356 0.770
H -1.441 -2.060 -1.015
H 2.113 0.607 1.230
H -0.291 2.645 0.596
H 1.229 2.520 -0.530
H -0.211 2.141 -2.174
H -2.457 1.861 -0.317
H -2.518 2.305 -2.056
H -2.633 -0.321 -1.245
H -1.599 0.065 -2.686

---

No. 5
34
Properties=species:S:1:pos:R:3 method="wB97M-V/def2-TZVPD" gap_ev=7.684 de_lowest_kcal_mol=69.6 e_lumo_ev=-4.36 energy_ev=-17666.6514 homo_energy_ev=-12.04 charge=+1
C -1.610 2.741 0.046
N -1.071 1.521 0.497
C -1.601 0.289 0.263
C -2.835 -0.270 -0.076
N -4.025 0.449 -0.256
C -2.965 -1.675 -0.227
C -1.882 -2.546 0.050
N -0.691 -2.084 0.436
N -0.507 -0.787 0.437
C 0.754 -0.136 0.753
C 2.052 -0.382 -0.156
C 2.241 -1.935 0.046
C 3.320 0.376 0.502
C 1.956 0.027 -1.594
C 0.301 1.425 0.846
H -2.599 2.960 0.240
H -0.894 3.386 0.451
H -1.524 2.688 -1.185
H -4.811 -0.113 -0.104
H -4.053 1.401 -0.167
H -3.925 -2.041 -0.491
H -2.005 -3.625 -0.160
H 1.011 -0.498 1.773
H 1.526 -2.803 -0.211
H 2.261 -2.182 1.081
H 3.226 -2.318 -0.385
H 4.227 -0.052 0.025
H 3.329 1.411 0.146
H 3.473 0.376 1.551
H 1.009 0.149 -2.076
H 2.559 -0.551 -2.279
H 2.376 1.023 -1.768
H 0.491 1.838 1.850
H 0.885 1.939 0.142

---

No. 6
40
Properties=species:S:1:pos:R:3 method="wB97M-V/def2-TZVPD" gap_ev=4.476 de_lowest_kcal_mol=22.6 e_lumo_ev=-0.46 energy_ev=-19071.0367 homo_energy_ev=-4.94
Rb 0.068 2.619 2.049
C -2.235 0.374 1.008
C -1.263 -0.795 0.902
C -0.927 -0.993 -0.622
C 0.219 -1.968 -0.896
C 1.463 -1.395 -0.266
C 1.311 -1.134 1.242
N -0.022 -0.554 1.695
O -0.168 -0.287 3.138
C 2.480 -0.154 1.499
C 1.576 -2.475 2.017
C -2.082 -2.066 1.432
H -3.123 0.224 0.394
H -1.770 1.319 0.726
H -2.564 0.580 2.027
H -0.710 -0.061 -1.144
H -1.874 -1.338 -1.037
H 0.319 -2.213 -1.953
H -0.041 -2.926 -0.445
H 1.792 -0.529 -0.840
H 2.186 -2.201 -0.398
H 3.365 -0.576 1.024
H 2.722 -0.003 2.551
H 2.256 0.793 1.008
H 2.544 -2.912 1.770
H 0.820 -3.215 1.754
H 1.671 -2.343 3.095
H -1.466 -2.963 1.377
H -2.991 -2.127 0.834
H -2.284 -1.936 2.495
C -1.325 3.653 -2.596
C -0.033 3.052 -2.036
O 0.138 2.757 -0.871
C 1.049 2.686 -3.004
H -1.016 4.412 -3.315
H -1.983 4.030 -1.814
H -1.853 2.840 -3.092
H 0.528 2.139 -3.790
H 1.786 2.078 -2.480
H 1.435 3.609 -3.436

---

No. 7
19
Properties=species:S:1:pos:R:3 method="wB97M-V/def2-TZVPD" gap_ev=8.353 de_lowest_kcal_mol=40.4 e_lumo_ev=4.02 energy_ev=-11402.2942 homo_energy_ev=-4.33 charge=-1
C 3.201 0.957 0.296
N 2.059 1.823 0.024
C 0.911 1.038 -0.449
O 0.470 0.101 0.448
H 2.987 0.200 1.060
H 4.050 1.565 0.636
H 3.495 0.491 -0.644
H 1.737 2.217 0.909
H 1.230 0.578 -1.403
H 0.128 1.779 -0.686
C -1.791 -2.408 0.137
N -1.706 -1.094 0.134
C -2.890 -0.339 -0.191
O -2.791 -3.109 -0.072
H -0.823 -2.900 0.343
H -0.656 -0.498 0.271
H -3.454 -0.063 0.703
H -3.559 -0.922 -0.826
H -2.598 0.583 -0.690

---

No. 8
33
Properties=species:S:1:pos:R:3 method="wB97M-V/def2-TZVPD" gap_ev=9.782 de_lowest_kcal_mol=28.9 e_lumo_ev=-0.47 energy_ev=-22880.2621 homo_energy_ev=-10.25
O -3.923 1.946 1.075
H -3.156 2.381 1.424
H -3.862 2.120 0.127
O 3.140 0.058 -0.064
H 3.233 0.617 0.701
H 3.738 -0.593 0.204
O -0.905 -2.334 -0.877
H -0.154 -1.896 -1.288
H -0.442 -2.964 -0.274
O 1.276 -0.983 -1.940
H 1.687 -1.201 -2.781
H 1.934 -0.403 -1.475
O -0.278 0.596 0.420
H 0.407 -0.060 0.595
H -1.033 0.368 0.973
O -1.336 0.287 -2.546
H -0.778 -0.106 -3.212
H -0.806 0.337 -1.737
O -2.494 -0.362 1.801
H -2.895 -0.687 0.995
H -2.865 0.511 1.896
O 2.755 -2.950 -0.507
H 3.174 -3.412 0.222
H 2.177 -2.350 -0.019
O -1.049 3.078 1.602
H -1.328 3.646 0.877
H -0.599 2.353 1.158
O 0.289 2.674 -1.184
H 1.222 2.918 -1.152
H 0.183 1.903 -0.607
O 0.969 -1.769 1.501
H 0.261 -2.349 1.816
H 1.457 -1.376 2.276